1.
125
Properties=species:S:1:pos:R:3:mulliken_spin:R:1 method="wB97M-V/def2-TZVPD" spin_multiplicity=4 s_squared=3.78 de_lowest_kcal_mol=7.4 orbital_gap_ev="4.5 / 4.8" largest_force_ha_per_bohr=0.054 homo_energy_ev="-9.31 / -9.62" charge=+2
V 0.54 -0.02 -0.35 2.50
C 14.08 -0.60 -0.54 0.00
O 13.19 -1.04 0.47 0.00
C 11.86 -0.86 0.30 0.00
C 11.27 -0.22 -0.79 0.00
C 9.90 -0.11 -0.86 0.00
C 9.07 -0.63 0.14 0.00
C 9.67 -1.28 1.22 0.00
C 11.04 -1.39 1.31 0.00
C 7.63 -0.53 0.07 0.00
N 6.78 -1.27 0.75 0.00
C 5.54 -0.86 0.38 -0.02
C 5.64 0.19 -0.55 -0.02
N 6.98 0.37 -0.74 0.00
C 4.52 0.90 -1.04 -0.02
C 4.54 2.07 -1.81 0.11
C 3.33 2.71 -2.05 -0.03
C 2.15 2.16 -1.58 0.12
N 2.08 1.00 -0.93 -0.09
C 3.26 0.39 -0.63 0.07
C 3.15 -0.75 0.20 0.09
N 1.88 -1.13 0.47 0.02
C 1.70 -2.08 1.37 0.08
C 2.75 -2.70 2.04 -0.02
C 4.06 -2.36 1.75 0.08
C 4.28 -1.36 0.79 -0.02
H 15.07 -0.88 -0.20 0.00
H 14.04 0.48 -0.67 0.00
H 13.87 -1.09 -1.50 0.00
H 11.87 0.16 -1.59 0.00
H 9.48 0.37 -1.73 0.00
H 9.03 -1.69 1.99 0.00
H 11.50 -1.90 2.14 0.00
H 7.40 1.04 -1.36 0.00
H 5.46 2.48 -2.18 0.00
H 3.31 3.62 -2.63 0.00
H 1.22 2.69 -1.72 -0.02
H 0.68 -2.37 1.57 0.00
H 2.53 -3.47 2.77 0.00
H 4.90 -2.83 2.23 0.00
C -2.56 -1.59 6.85 0.00
C -1.68 -2.40 5.91 0.00
N -1.02 -1.57 4.92 0.01
C -1.61 -1.41 3.71 0.00
C -1.07 -0.71 2.68 0.01
C -1.83 -0.64 1.37 0.02
O -3.05 -0.48 1.40 0.02
O -1.15 -0.74 0.31 -0.05
C 0.20 -0.05 2.82 0.01
O 0.73 0.63 1.91 0.01
C 0.82 -0.23 4.12 -0.02
C 2.09 0.31 4.38 0.01
C 2.70 0.13 5.60 0.00
F 3.96 0.62 5.73 0.00
C 2.07 -0.52 6.67 0.00
C 0.79 -1.02 6.41 0.00
C 0.19 -0.95 5.16 0.01
N 2.61 -0.63 7.96 0.00
C 3.93 -0.10 8.27 0.00
C 4.17 -0.19 9.78 0.00
N 2.85 -0.09 10.44 0.00
C 2.07 -1.34 10.21 0.00
C 2.34 -1.80 8.77 0.00
H -3.06 -2.25 7.55 0.00
H -3.32 -1.05 6.29 0.00
H -1.97 -0.86 7.41 0.00
H -2.30 -3.13 5.38 0.00
H -0.92 -2.96 6.46 0.00
H -2.58 -1.89 3.57 0.00
H 2.61 0.85 3.60 0.00
H 0.24 -1.47 7.22 0.00
H 3.98 0.94 7.95 0.00
H 4.74 -0.64 7.74 0.00
H 4.82 0.62 10.11 0.00
H 4.64 -1.13 10.08 0.00
H 2.35 0.68 9.99 0.00
H 2.93 0.10 11.45 0.00
H 1.01 -1.12 10.37 0.00
H 2.38 -2.11 10.92 0.00
H 1.48 -2.34 8.39 0.00
H 3.19 -2.50 8.74 0.00
O 0.52 3.12 0.90 0.00
H 0.66 2.25 1.33 0.00
H 1.39 3.42 0.62 0.00
O -2.69 -1.33 -1.99 0.00
H -2.08 -1.82 -2.54 0.00
H -2.35 -1.40 -1.09 0.01
C 0.22 1.02 -3.68 0.00
C 0.45 -0.42 -3.33 0.05
C 0.58 -1.42 -4.27 0.01
C 0.67 -2.63 -3.56 0.01
C 0.58 -2.31 -2.22 0.06
C 0.53 -3.34 -1.14 0.02
N 0.46 -0.95 -2.06 -0.11
H -0.48 1.06 -4.52 0.00
H 1.14 1.50 -4.01 0.00
H -0.19 1.56 -2.84 0.00
H 0.59 -1.29 -5.33 0.00
H 0.78 -3.61 -3.97 0.00
H 0.32 -4.30 -1.60 0.00
H -0.25 -3.12 -0.42 -0.01
H 1.49 -3.43 -0.63 0.00
C -3.59 3.89 -2.09 0.00
N -3.97 2.52 -1.57 0.00
C -4.44 2.68 -0.13 0.00
N -3.47 3.35 0.65 0.00
C -3.10 4.63 0.09 0.00
N -2.61 4.49 -1.27 0.00
C -1.32 3.82 -1.32 0.01
P -1.33 2.08 -0.60 0.06
C -2.82 1.59 -1.65 0.02
C -2.32 2.52 0.93 0.01
H -4.49 4.52 -2.10 0.00
H -3.22 3.78 -3.12 0.00
H -4.73 2.14 -2.13 0.00
H -4.63 1.68 0.27 0.00
H -5.37 3.27 -0.16 0.00
H -2.32 5.08 0.71 0.00
H -3.98 5.29 0.08 0.00
H -0.60 4.44 -0.77 0.00
H -1.00 3.78 -2.37 0.00
H -3.16 0.59 -1.36 0.00
H -2.49 1.52 -2.69 0.00
H -1.66 3.05 1.62 0.00
H -2.67 1.61 1.41 0.00

---

2.
118
Properties=species:S:1:pos:R:3:lowdin_charge:R:1 method="wB97M-V/def2-TZVPD" de_lowest_kcal_mol=26.5 orbital_gap_ev=5.6 largest_force_ha_per_bohr=0.028 homo_energy_ev=-10.02 charge=+1
Tl 0.24 -0.16 -0.47 0.53
C -1.57 1.88 2.16 -0.04
N -1.63 1.44 0.76 -0.21
C -2.86 0.73 0.43 -0.21
C -2.96 -0.73 0.96 -0.16
N -1.71 -1.45 1.24 -0.17
C -1.48 -1.54 2.67 -0.09
C -1.50 -2.67 0.56 -0.30
C -1.09 -3.83 1.22 -0.03
C -0.86 -5.01 0.54 -0.07
C -1.07 -5.09 -0.83 -0.09
C -1.43 -3.95 -1.51 -0.15
C -1.60 -2.74 -0.85 -0.64
S -1.84 -1.30 -1.80 0.72
C -1.35 2.58 -0.07 -0.33
C -2.35 3.32 -0.69 -0.06
C -2.06 4.48 -1.39 -0.08
C -0.74 4.91 -1.50 -0.08
C 0.27 4.18 -0.91 -0.12
C -0.02 3.02 -0.20 -0.61
S 1.32 2.15 0.51 0.74
H -2.00 2.87 2.27 0.11
H -0.53 1.91 2.51 0.06
H -2.14 1.20 2.78 0.08
H -2.93 0.71 -0.66 0.05
H -3.74 1.25 0.83 0.13
H -3.52 -1.28 0.20 0.11
H -3.57 -0.73 1.87 0.13
H -2.16 -2.25 3.14 0.11
H -1.63 -0.57 3.13 0.07
H -0.45 -1.84 2.87 0.03
H -0.96 -3.84 2.29 0.10
H -0.54 -5.88 1.09 0.11
H -0.95 -6.03 -1.35 0.11
H -1.59 -3.97 -2.58 0.10
H -3.38 3.01 -0.61 0.11
H -2.86 5.04 -1.85 0.11
H -0.52 5.82 -2.03 0.11
H 1.29 4.51 -0.98 0.11
C 4.48 2.74 -3.04 -0.03
C 3.02 2.50 -3.23 -0.24
C 2.24 3.25 -4.10 0.00
C 0.89 3.01 -4.20 -0.09
C 0.35 2.00 -3.42 -0.70
Br -1.51 1.66 -3.50 0.87
N 1.07 1.25 -2.60 -0.03
C 2.37 1.50 -2.51 -0.15
H 4.79 3.65 -3.54 0.08
H 5.05 1.91 -3.46 0.09
H 4.71 2.81 -1.98 0.08
H 2.69 4.03 -4.70 0.12
H 0.25 3.57 -4.87 0.11
H 2.93 0.89 -1.81 0.09
C 5.65 -3.18 0.56 -0.16
Si 5.35 -3.73 -1.24 0.48
C 4.71 -5.53 -1.22 -0.18
C 6.95 -3.65 -2.27 -0.18
C 4.08 -2.61 -2.16 -0.54
Te 2.03 -2.78 -1.46 1.25
C 1.48 -3.74 -3.32 -0.53
Si 1.20 -2.70 -4.93 0.50
C 2.70 -1.60 -5.34 -0.17
C -0.34 -1.62 -4.75 -0.21
C 0.96 -4.02 -6.28 -0.17
H 6.22 -3.93 1.09 0.04
H 4.73 -3.04 1.12 0.00
H 6.22 -2.25 0.62 0.03
H 5.28 -6.11 -0.50 0.03
H 4.82 -6.01 -2.18 0.03
H 3.66 -5.59 -0.93 0.00
H 7.72 -4.28 -1.83 0.03
H 7.35 -2.64 -2.33 0.02
H 6.78 -4.00 -3.28 0.03
H 4.04 -2.89 -3.21 -0.01
H 4.38 -1.56 -2.13 -0.01
H 0.57 -4.29 -3.09 -0.02
H 2.27 -4.47 -3.48 0.01
H 2.94 -0.90 -4.55 0.01
H 2.47 -1.02 -6.23 0.03
H 3.59 -2.19 -5.57 0.03
H -0.24 -0.92 -3.93 -0.07
H -1.24 -2.21 -4.55 0.01
H -0.53 -1.04 -5.65 0.04
H 1.84 -4.66 -6.39 0.03
H 0.77 -3.56 -7.24 0.03
H 0.11 -4.67 -6.06 0.03
C 3.54 -4.92 4.23 -0.07
C 3.66 -3.71 4.89 -0.07
C 3.19 -2.55 4.30 -0.09
C 2.58 -2.59 3.05 -0.36
C 2.44 -3.82 2.41 -0.16
C 2.92 -4.98 2.99 -0.08
As 1.87 -0.99 2.15 1.31
C 1.77 0.22 3.68 -0.33
C 0.86 0.20 4.73 -0.10
C 0.95 1.15 5.74 -0.07
C 1.94 2.12 5.70 -0.06
C 2.87 2.12 4.67 -0.01
C 2.80 1.17 3.66 -0.21
C 3.73 1.06 2.55 -0.23
C 4.79 1.92 2.27 -0.01
C 5.55 1.73 1.14 -0.06
C 5.30 0.67 0.28 -0.08
C 4.27 -0.20 0.56 -0.14
C 3.49 -0.02 1.69 -0.35
H 3.94 -5.82 4.68 0.11
H 4.12 -3.66 5.87 0.11
H 3.30 -1.60 4.81 0.11
H 1.94 -3.87 1.44 0.04
H 2.81 -5.93 2.48 0.11
H 0.09 -0.56 4.77 0.10
H 0.26 1.12 6.57 0.11
H 2.00 2.86 6.47 0.11
H 3.66 2.85 4.67 0.11
H 5.00 2.75 2.92 0.11
H 6.36 2.42 0.92 0.11
H 5.90 0.54 -0.61 0.11
H 4.06 -1.04 -0.09 0.04